1.
ORCA calculation (the ωB97M-V functional and the def2-TZVPD basis) on a cluster of 3 separate species, C17H22F6O6 in total.

Molecular weight (Da): 436.345
E (eV): -46575.1247
E_LUMO (hartree): -0.0496
Gap between HOMO and LUMO (eV): 7.94
Multiplicity: 1
Net charge: 0

CARTESIAN COORDINATES (ANGSTROEM)
O  0.95252  -1.58823  -0.16554
C  1.96117  -0.96796  -0.34837
O  3.14382  -1.45823  -0.80702
C  4.14995  -0.62678  -0.27008
O  5.27564  -1.00163  -0.12649
C  3.48426  0.65627  0.06753
C  4.28106  1.87555  0.38605
F  5.17094  1.58699  1.36572
F  4.97668  2.28583  -0.68650
F  3.52599  2.89104  0.80985
C  2.16444  0.49285  -0.00404
C  1.04297  1.42963  0.18844
C  0.10068  1.36281  -1.02326
O  -1.13789  1.96152  -0.72581
C  -2.26244  1.13478  -0.87112
C  -2.68661  0.56225  0.46792
F  -3.51687  -0.47632  0.30323
F  -3.32451  1.49142  1.20139
F  -1.64213  0.13916  1.19886
H  0.49250  1.17518  1.08462
H  1.37632  2.44986  0.27478
H  0.56676  1.95069  -1.81120
H  0.00915  0.35147  -1.39892
H  -3.07582  1.75170  -1.22812
H  -2.12560  0.32752  -1.58377
C  4.70825  -3.87712  1.42177
C  5.73047  -4.98648  1.20037
C  5.92291  -5.51501  2.61517
O  4.67718  -5.32570  3.29052
C  3.82938  -4.48052  2.50870
H  4.15044  -3.61044  0.52644
H  5.20747  -2.97999  1.79362
H  5.30584  -5.76418  0.56133
H  6.65915  -4.64363  0.74719
H  6.69609  -4.95058  3.14782
H  6.18723  -6.57267  2.64179
H  3.03034  -5.09369  2.07780
H  3.37595  -3.72916  3.15672
C  -7.08904  3.84947  -2.50340
C  -7.71206  3.42892  -1.17566
C  -6.91339  2.17752  -0.84097
O  -5.61045  2.37020  -1.40081
C  -5.62521  3.49832  -2.28115
H  -7.23783  4.90028  -2.74590
H  -7.50166  3.24958  -3.31762
H  -7.53949  4.19937  -0.42097
H  -8.78300  3.24215  -1.23212
H  -7.35845  1.28707  -1.29710
H  -6.81953  2.00654  0.23147
H  -5.08839  4.32235  -1.79857
H  -5.10513  3.23999  -3.20458

***

2.
ORCA calculation (the ωB97M-V functional and the def2-TZVPD basis) on a structure of composition C17H22FKN4S3.

Molecular weight (Da): 436.688
E (eV): -75499.1676
E_LUMO (hartree): 0.1595
Gap between HOMO and LUMO (eV): 5.83
Multiplicity: 1
ΔE to the lowest compared entry with this formula, charge and spin (eV): 0.110
Net charge: -2

CARTESIAN COORDINATES (ANGSTROEM)
K  -0.57953  3.93331  0.37705
S  -2.74185  4.26472  -1.82746
C  -3.26240  2.66114  -2.21854
C  -4.57821  2.49820  -2.70339
C  -5.11130  1.26907  -3.07603
C  -6.45193  1.20329  -3.56562
N  -7.53630  1.15336  -3.95470
C  -4.31936  0.10844  -2.96775
C  -3.01882  0.24375  -2.48294
C  -2.47118  1.47346  -2.10448
S  -0.81268  1.48323  -1.54165
C  -4.81013  -1.17419  -3.34185
N  -5.18910  -2.22175  -3.64186
H  -5.19368  3.38247  -2.79034
H  -2.39172  -0.63168  -2.39327
C  1.51025  -1.78411  3.65615
C  1.26745  -0.62616  4.62651
C  1.85969  0.72789  4.20868
C  1.09700  1.47266  3.11025
N  1.02758  0.75884  1.83295
C  2.06600  0.50303  0.98425
S  3.69754  0.72674  1.39550
N  1.67367  0.03066  -0.21008
C  2.54694  -0.20570  -1.35719
C  3.28211  -1.54760  -1.32563
C  2.36554  -2.74527  -1.07810
C  1.28281  -2.91511  -2.13947
H  1.19823  -2.73474  4.09869
H  2.56958  -1.85714  3.39508
H  0.96473  -1.65271  2.72326
H  1.70076  -0.89726  5.59624
H  0.18987  -0.51707  4.80195
H  2.90041  0.59981  3.92724
H  1.85008  1.39357  5.07911
H  1.43996  2.50202  3.00567
H  0.05666  1.56501  3.42950
H  0.12431  0.74479  1.38319
H  0.70150  0.18045  -0.47249
H  3.26534  0.61038  -1.43161
H  1.89355  -0.16265  -2.22781
H  4.06190  -1.50213  -0.56986
H  3.77965  -1.68082  -2.29562
H  1.89259  -2.63132  -0.09775
H  2.97723  -3.65147  -1.01771
H  0.59069  -2.06881  -2.15270
H  0.69118  -3.81688  -1.96524
H  1.72163  -2.99445  -3.14013
F  0.22176  4.52877  2.45999

***

3.
ORCA calculation (the ωB97M-V functional and the def2-TZVPD basis) on an isolated molecule of C17H22FN3O3.

Molecular weight (Da): 335.379
E (eV): -31316.8689
E_LUMO (hartree): 0.0200
Gap between HOMO and LUMO (eV): 9.16
Multiplicity: 1
ΔE to the lowest compared entry with this formula, charge and spin (eV): 0.000
Net charge: 0

CARTESIAN COORDINATES (ANGSTROEM)
O  -1.71619  -2.52148  1.56010
C  -1.51501  -2.45139  0.36838
N  -2.17847  -1.61429  -0.48183
C  -3.16118  -0.66209  -0.19143
C  -3.67385  -0.47342  1.08980
C  -4.64303  0.48676  1.31233
C  -5.09443  1.25242  0.25340
C  -4.59929  1.08373  -1.02725
C  -3.63092  0.12363  -1.24379
H  -3.23348  -0.01787  -2.23891
H  -4.96990  1.69623  -1.83355
F  -6.04201  2.18939  0.47082
H  -5.04953  0.64287  2.29865
H  -3.31142  -1.07885  1.90316
H  -1.91889  -1.65548  -1.45781
C  -0.41296  -3.25988  -0.32388
N  0.86148  -2.56304  -0.36603
C  1.40565  -2.27179  0.95079
C  2.84313  -1.77480  0.79990
N  2.85750  -0.60038  -0.04905
C  3.08550  0.61154  0.49593
O  3.47820  0.74210  1.64113
C  2.85998  1.83197  -0.42115
H  3.55607  1.77167  -1.26746
C  3.01428  3.13101  0.36809
H  3.29495  3.94776  -0.29715
H  3.75342  3.02249  1.15742
C  1.59996  3.32394  0.90796
H  1.46100  2.70290  1.79282
C  0.74806  2.80356  -0.24829
H  0.50244  3.60788  -0.95431
O  1.52900  1.83242  -0.93418
H  -0.18331  2.33408  0.08366
H  1.37121  4.35751  1.15543
C  2.30821  -0.88091  -1.35186
H  2.91119  -1.67282  -1.81018
C  0.86679  -1.37445  -1.19875
H  0.27080  -0.54894  -0.77502
H  0.47214  -1.63278  -2.18518
H  2.32267  0.00376  -1.98238
H  3.45806  -2.55206  0.33710
H  3.25891  -1.50006  1.76967
H  0.81679  -1.50697  1.48187
H  1.39059  -3.18772  1.54337
H  -0.26622  -4.18088  0.24557
H  -0.69789  -3.51727  -1.34788

***

4.
ORCA calculation (the ωB97M-V functional and the def2-TZVPD basis) on an isolated molecule of C17H22N2O3S.

Molecular weight (Da): 334.441
E (eV): -37944.7391
E_LUMO (hartree): 0.0184
Gap between HOMO and LUMO (eV): 8.93
Multiplicity: 1
ΔE to the lowest compared entry with this formula, charge and spin (eV): 0.480
Net charge: 0

CARTESIAN COORDINATES (ANGSTROEM)
C  -6.71947  -1.71452  -0.17553
C  -6.46516  -0.24413  0.13194
C  -5.78879  0.46137  -1.04697
O  -4.50660  -0.05618  -1.33605
C  -3.44369  0.29262  -0.56324
C  -3.46415  1.19033  0.49942
C  -2.29863  1.47313  1.18885
C  -1.09082  0.87937  0.85346
C  -1.07671  -0.01413  -0.20990
C  -2.23069  -0.30564  -0.90651
H  -2.21758  -0.99424  -1.73684
H  -0.15258  -0.48341  -0.51375
C  0.14529  1.21322  1.66096
C  1.42644  0.98265  0.91858
C  2.11368  -0.18370  0.91611
N  3.27501  -0.31603  0.20911
C  3.80876  0.66970  -0.55996
S  5.18706  0.44295  -1.42017
N  3.11301  1.83997  -0.55988
C  1.93695  2.11014  0.14007
O  1.43328  3.20751  0.07404
H  3.49133  2.59713  -1.11858
H  3.75233  -1.21168  0.25321
C  1.72085  -1.43164  1.67985
O  2.30851  -2.58667  1.14143
C  1.64775  -3.09115  -0.00966
C  2.40223  -4.31772  -0.49270
H  3.41670  -4.04897  -0.77477
H  1.89703  -4.74579  -1.35331
H  2.44850  -5.05806  0.30081
H  0.61118  -3.35135  0.25023
H  1.61835  -2.32720  -0.80066
H  0.62815  -1.52509  1.71594
H  2.10078  -1.35288  2.70529
H  0.13704  0.63768  2.59081
H  0.10309  2.27441  1.91681
H  -2.33399  2.17775  2.00705
H  -4.37471  1.68589  0.79707
H  -5.73998  1.54407  -0.87740
H  -6.36519  0.28239  -1.95939
H  -7.40755  0.26496  0.34225
H  -5.82949  -0.16469  1.01590
H  -7.14962  -2.21631  0.68770
H  -7.40589  -1.81578  -1.01315
H  -5.78560  -2.20714  -0.43538

***

5.
ORCA calculation (the ωB97M-V functional and the def2-TZVPD basis) on an isolated molecule of C17H22N2O4.

Molecular weight (Da): 318.373
E (eV): -29157.9882
E_LUMO (hartree): 0.0227
Gap between HOMO and LUMO (eV): 9.95
Multiplicity: 1
ΔE to the lowest compared entry with this formula, charge and spin (eV): 0.144
Net charge: 0

CARTESIAN COORDINATES (ANGSTROEM)
C  -3.59785  -3.37185  -1.99599
H  -3.23551  -2.47241  -2.49766
H  -4.67523  -3.46581  -2.14016
H  -3.07816  -4.25192  -2.36833
O  -3.29759  -3.26888  -0.60799
C  -4.21946  -2.71017  0.17908
O  -5.31286  -2.36917  -0.18615
C  -3.69462  -2.56739  1.59318
H  -2.67871  -2.95918  1.62967
C  -3.73230  -1.09898  2.03121
C  -3.02649  -0.17905  1.03157
N  -1.70748  -0.66617  0.70466
C  -1.31213  -0.91558  -0.55165
O  -1.96023  -0.66775  -1.54825
C  0.08550  -1.55478  -0.61756
N  1.11945  -0.68704  -0.10742
C  1.36149  -0.51253  1.20277
O  0.75189  -1.06414  2.10282
C  2.48186  0.49503  1.35176
H  3.24224  0.12848  2.03960
H  2.06652  1.41058  1.77764
C  3.01343  0.71476  -0.07351
C  3.38501  2.14461  -0.36164
C  4.68277  2.47243  -0.72981
C  5.03448  3.78601  -0.98805
C  4.08928  4.79077  -0.88218
C  2.79167  4.47452  -0.51654
C  2.44269  3.16184  -0.25778
H  1.42624  2.93011  0.02787
H  2.04849  5.25360  -0.43205
H  4.36137  5.81605  -1.08317
H  6.04876  4.02390  -1.27243
H  5.42670  1.69296  -0.81440
H  3.89521  0.08489  -0.22168
C  1.87615  0.18727  -0.97185
H  1.24202  1.00097  -1.34419
H  2.25847  -0.36551  -1.83410
H  0.30894  -1.80334  -1.65621
H  0.07386  -2.46886  -0.01523
H  -1.08545  -0.90786  1.47079
H  -3.58821  -0.12763  0.09544
H  -2.95806  0.83131  1.45180
H  -4.76955  -0.77464  2.11850
H  -3.25619  -1.01277  3.00988
H  -4.32842  -3.15668  2.25776

***

Q: Among the records above, which one has the lowest E?
A: C17H22FKN4S3